(1)
95
Properties=species:S:1:pos:R:3:forces:R:3 method="wB97M-V/def2-TZVPD" homo_energy_ev=-1.9 fmax_ev_per_a=1.61 homo_lumo_gap_ha=0.2340 total_charge=-2
Zn -1.247071 0.496090 -0.004805 -1.03 -0.22 -0.01
P 1.068106 0.196932 1.445146 0.24 -0.86 0.00
P 1.084613 0.253544 -1.424611 0.19 -0.94 0.00
Si -1.043987 1.117673 -3.400688 -0.53 -0.14 -0.14
Si -1.048392 1.119073 3.399701 -0.54 -0.10 0.13
F -1.485346 4.648824 -1.194887 0.00 -0.01 0.05
F -1.860554 2.726800 0.021100 -0.03 0.15 -0.02
F -1.922056 -6.023661 -0.075832 0.02 0.01 0.00
F -3.247096 4.550145 0.295045 0.18 -0.01 -0.02
F -1.072141 4.622633 1.069004 -0.03 0.02 -0.01
N -0.429704 0.674653 1.863246 0.55 0.28 0.04
N -0.422287 0.681279 -1.865453 0.54 0.30 -0.01
C -2.709151 1.965920 -3.149131 0.22 -0.05 -0.01
C 3.564921 1.468345 1.862314 -0.07 -0.03 -0.01
C -1.343900 -0.435558 -4.462763 0.03 0.17 0.11
C 2.307398 4.140486 -1.768067 0.01 0.11 0.04
C 1.167807 -2.298287 2.585617 0.02 -0.03 0.00
C 1.186883 -0.664462 -0.005991 -0.05 1.61 0.03
C -2.195696 -4.678807 -0.051048 -0.01 0.03 -0.02
C 1.714653 -0.835434 -2.771060 -0.07 -0.06 -0.07
C 1.405463 -3.258771 3.554753 0.00 -0.01 0.05
C 3.821705 3.844122 2.133775 0.02 0.02 0.00
C -2.540779 -2.668579 1.178394 0.00 0.07 -0.13
C 1.643950 2.906181 1.744891 0.03 -0.14 0.01
C 2.273090 -0.652329 3.931601 -0.07 0.07 -0.08
C 2.089519 -2.921319 4.717429 0.03 0.03 0.02
C -2.567582 2.208914 3.160507 0.22 -0.12 0.01
C -2.799065 -1.945502 0.000497 0.03 -0.06 0.04
C 4.292305 2.790570 -1.873479 0.08 -0.04 -0.02
C 2.137988 1.738542 -1.619649 -0.04 0.08 0.16
C -0.006759 2.276011 -4.503144 0.03 -0.11 0.22
C 2.186766 1.622858 1.725899 -0.06 0.10 -0.19
C 2.658039 -1.289542 -4.949964 0.05 -0.01 -0.08
C 2.457491 4.010835 1.950938 0.01 0.08 -0.02
C 3.683535 4.039681 -1.905215 0.00 0.00 -0.03
C -1.600171 -0.429688 4.363563 0.03 0.21 -0.10
C 2.345206 -0.396685 -3.932302 -0.05 0.03 0.09
C 2.333355 -2.631792 -4.826509 0.01 0.01 -0.03
C -2.721013 -2.661935 -1.205004 0.01 0.03 0.09
C 1.700345 -3.080779 -3.673087 0.01 0.00 -0.03
C 1.398617 -2.189987 -2.655524 0.00 -0.04 0.00
C 1.602097 -0.981343 2.757709 -0.08 -0.10 0.03
C 4.375742 2.570831 2.080226 0.09 -0.04 0.02
C -2.242538 -4.021639 1.160468 0.01 -0.07 0.03
C 0.100250 2.045079 4.609173 0.04 -0.14 -0.23
C 2.522185 -1.616928 4.900589 0.03 -0.06 0.09
C 1.537950 2.995721 -1.621430 0.01 -0.15 0.01
C -3.069457 -0.503368 0.028439 0.15 0.19 -0.01
C 3.524814 1.646922 -1.720798 -0.06 0.03 0.05
C -2.422346 -4.015662 -1.238902 0.01 -0.08 0.00
B -1.923552 4.159207 0.049623 -0.07 -0.06 -0.04
H -3.147209 2.272066 4.087144 0.00 -0.01 0.00
H -1.856318 -0.179864 5.398612 0.00 0.02 0.00
H -3.654905 -0.181594 -0.834455 -0.03 0.00 0.03
H -1.878513 -0.189217 -5.386371 0.01 0.04 0.01
H 0.815693 2.683345 4.089842 -0.02 0.03 0.07
H -3.567174 -0.196367 0.950673 -0.04 -0.02 -0.02
H -0.811649 -1.186205 4.378483 0.02 0.00 0.01
H 4.459691 4.703783 2.306591 -0.01 0.01 -0.01
H 3.993448 0.669926 -1.677426 0.03 0.00 -0.02
H 2.284510 -3.670034 5.477188 -0.01 0.00 -0.01
H 3.153351 -0.933397 -5.847016 -0.01 0.01 0.01
H -2.484333 -0.872706 3.898134 0.00 0.00 0.00
H 5.369833 2.709673 -1.967924 0.00 0.00 0.02
H 2.596086 0.367669 4.099227 0.03 0.00 -0.01
H 1.824963 5.110869 -1.771471 -0.02 -0.02 0.02
H 5.444996 2.440214 2.207948 0.00 0.00 -0.02
H 0.911079 -2.521082 -1.745279 0.01 -0.01 0.01
H -2.556385 -2.137404 2.122214 0.01 -0.04 0.01
H 2.588163 0.652092 -4.049693 0.02 0.01 0.01
H -0.404110 -0.923373 -4.734126 0.01 0.00 0.01
H 1.055321 -4.275078 3.413002 -0.01 0.01 -0.05
H -3.296578 1.443710 -2.391538 -0.01 -0.01 -0.03
H 0.640579 -2.545946 1.670886 0.02 -0.01 -0.01
H -3.275308 1.986883 -4.085641 -0.01 0.00 0.00
H 0.728875 1.724300 -5.092914 0.02 -0.02 0.02
H -2.362573 -4.557203 -2.175438 0.00 0.01 0.00
H -1.941976 -1.162246 -3.907602 0.00 0.02 0.00
H 0.575187 3.030314 1.608668 0.04 0.08 -0.02
H -2.886498 -2.130549 -2.134935 -0.01 -0.02 0.00
H -2.042579 -4.564249 2.076921 0.00 0.00 -0.01
H 3.053484 -1.347752 5.807302 -0.01 0.02 -0.01
H 0.659187 1.349375 5.239620 0.01 -0.02 -0.02
H 0.459870 3.063617 -1.517830 0.05 0.10 0.02
H -2.278320 3.218746 2.861572 0.00 -0.01 -0.03
H -3.206941 1.812259 2.369249 -0.02 0.00 0.01
H -0.501464 2.681996 5.263755 -0.07 -0.03 -0.01
H 2.568854 -3.322818 -5.628394 0.00 -0.01 0.02
H -0.663798 2.804746 -5.199736 -0.07 -0.05 0.01
H 2.015841 5.000361 1.968450 -0.01 -0.02 -0.03
H 0.523540 3.026154 -3.914083 -0.04 0.00 -0.08
H 3.992181 0.473405 1.800083 0.03 0.00 0.02
H 4.286821 4.931390 -2.033496 -0.01 0.01 0.03
H -2.569037 2.991658 -2.799723 0.01 -0.02 0.02
H 1.441647 -4.128882 -3.574384 -0.02 0.01 0.04

=====

(2)
19
Properties=species:S:1:pos:R:3:forces:R:3 method="wB97M-V/def2-TZVPD" homo_energy_ev=-23.6 fmax_ev_per_a=2.39 relative_energy_kcal_mol=66.43 homo_lumo_gap_ha=0.1670 total_charge=+3
Tl 0.282416 0.903068 -0.307524 -0.86 -2.12 0.68
O 2.664762 0.383119 -1.614003 -0.79 -0.10 0.16
O 0.002435 2.766358 1.762233 0.27 -1.32 0.00
O -1.754265 0.771332 -2.077738 0.72 0.21 0.16
O -1.497663 -1.405094 -0.392927 0.11 0.00 -0.28
O 1.244456 -1.690840 0.337310 -0.23 0.22 -0.06
O -0.720260 -0.331665 2.019782 0.39 0.63 -0.06
H -1.038789 -0.110109 2.919458 0.15 0.34 -0.39
H -1.667793 0.661489 -3.048516 0.25 0.16 0.29
H 3.418567 -0.071686 -1.187186 -0.28 0.28 0.19
H -1.674496 -2.149421 0.207971 0.00 0.10 -0.24
H 1.172644 -2.372568 -0.365928 0.11 0.39 0.10
H -0.212832 3.690471 2.044633 0.17 -0.11 -0.82
H -0.953488 -1.257777 1.879201 0.14 0.09 -0.10
H 0.723862 2.470101 2.356525 -0.19 0.35 -0.09
H -2.690759 0.586992 -1.865581 0.26 0.32 0.28
H 2.936153 0.545743 -2.542908 -0.32 0.29 0.27
H -2.239805 -1.422946 -1.022454 0.27 -0.06 0.17
H 2.004854 -1.966567 0.897651 -0.19 0.33 -0.26

=====

(3)
21
Properties=species:S:1:pos:R:3:forces:R:3 method="wB97M-V/def2-TZVPD" homo_energy_ev=-13.4 fmax_ev_per_a=5.39 relative_energy_kcal_mol=94.84 homo_lumo_gap_ha=0.3248 total_charge=+1
O -0.648222 -1.212428 2.083343 -1.20 -0.31 0.52
N -1.051142 0.844755 -1.268268 -0.67 1.87 -1.34
N 0.264369 1.228173 0.647300 -1.56 -1.01 5.06
C -0.536802 0.611187 -0.187244 -0.69 -1.53 -1.51
C 1.363686 -1.341860 0.706110 1.01 -0.72 0.89
C -1.487749 -0.197300 -2.161927 0.96 1.28 0.80
C -1.358929 -1.461488 -1.370002 0.99 -0.95 -0.89
C 0.788324 2.564502 0.573113 2.36 0.20 -2.40
C -0.804307 -1.206470 -0.195071 -0.82 -0.35 -0.27
C -0.080204 -1.410453 0.953110 -0.14 0.23 -3.15
H -2.475532 0.034386 -2.514163 -0.49 -0.09 -0.31
H -0.065174 -1.486954 2.762464 1.05 -0.21 1.84
H -1.480854 -2.394579 -2.015824 -0.04 0.93 1.87
H 0.465335 3.385476 1.250108 0.07 -1.17 -0.14
H 1.576884 -1.295152 -0.356379 0.00 -0.24 0.06
H 1.887356 2.288231 0.552998 -0.80 1.53 0.75
H -0.766573 -0.144407 -2.998986 -0.49 -0.50 0.07
H 1.708841 -0.419043 1.151164 0.34 0.16 0.17
H 0.145361 0.882195 1.674434 0.24 0.95 -2.51
H 0.649532 2.880949 -0.474763 -0.27 0.20 0.49
H 1.905800 -2.149718 1.188483 0.14 -0.29 0.00

=====

(4)
7
Properties=species:S:1:pos:R:3:forces:R:3 method="wB97M-V/def2-TZVPD" homo_energy_ev="-10.7 / -9.7" fmax_ev_per_a=0.73 relative_energy_kcal_mol=33.82 homo_lumo_gap_ha="0.3099 / 0.2821" total_charge=0
P -1.155866 0.019922 -0.995003 0.16 -0.15 -0.40
O 1.269880 0.499936 1.167128 0.42 0.34 -0.18
O 2.153857 1.592658 -0.524841 -0.04 -0.09 0.28
N -0.999564 -2.560729 0.274208 -0.20 -0.18 0.36
N 1.342887 0.978971 0.081720 -0.51 -0.42 -0.07
C -1.189407 -1.463394 -0.026288 0.39 0.39 -0.48
H -1.421788 0.932635 0.023075 -0.21 0.11 0.49

=====

(5)
10
Properties=species:S:1:pos:R:3:forces:R:3 method="wB97M-V/def2-TZVPD" homo_energy_ev="-8.5 / -8.5" fmax_ev_per_a=1.46 homo_lumo_gap_ha="0.2958 / 0.2729" multiplicity=2 total_charge=0
Cu -0.629998 -2.095290 -1.156449 -0.30 1.29 0.61
O -2.257343 -1.471117 -0.373552 0.55 -0.39 -0.33
O 0.955809 -0.663530 -1.207528 0.03 -0.70 -0.34
O -0.629420 1.262194 0.428848 -0.13 -0.25 -0.14
C 1.155177 0.301041 -0.479576 -0.50 0.40 0.05
C 0.461854 0.525095 0.832524 0.24 -0.11 0.38
Li -2.138282 0.370634 0.007363 0.33 -0.01 -0.01
H 0.228717 -0.457861 1.300648 0.02 0.13 -0.14
H 1.718278 1.166602 -0.885135 -0.07 -0.29 0.06
H 1.135209 1.062232 1.532857 -0.18 -0.06 -0.14

=====

(6)
24
Properties=species:S:1:pos:R:3:forces:R:3 method="wB97M-V/def2-TZVPD" smiles="CNC(C)=O.CNC(C)=O" homo_energy_ev=-9.7 fmax_ev_per_a=2.27 relative_energy_kcal_mol=33.52 homo_lumo_gap_ha=0.3749 total_charge=0
O -3.582026 -0.163182 1.401940 -0.15 -0.10 -0.15
O 3.294356 -0.471201 0.453362 -0.07 -0.77 -0.58
N 1.461403 -0.136672 -0.895042 -1.02 0.09 -1.08
N -1.737588 0.248567 0.121793 -1.61 1.12 0.71
C -1.895010 -1.890443 1.108878 -1.00 -1.17 0.92
C 2.724348 1.786498 -0.077290 1.19 -1.62 0.40
C -2.014369 1.675801 0.287849 0.66 0.50 0.24
C 1.258361 -1.452786 -1.496817 -1.04 -0.93 1.79
C 2.538000 0.245424 -0.161809 0.15 1.59 1.38
C -2.563704 -0.557446 0.883235 1.84 -0.40 -0.01
H -2.022332 -2.600927 0.308063 0.99 0.29 -1.16
H 3.304837 2.022409 0.823858 -0.13 -0.29 -0.26
H -1.669177 2.097392 1.256726 0.10 -0.59 -0.24
H -1.440674 2.215712 -0.471404 -0.61 0.14 -0.14
H -3.095509 1.870086 0.324445 0.45 -0.13 -0.71
H -0.831053 -0.045643 -0.206133 -0.14 -0.17 0.43
H 0.249847 -1.915274 -1.223590 1.13 0.75 0.02
H 2.017095 -2.102722 -1.015135 -0.29 0.21 -0.87
H -2.405423 -2.536719 1.799020 -0.89 0.42 1.04
H 0.923323 0.624758 -1.303148 0.46 -0.27 0.07
H 3.377136 1.974640 -0.932814 -0.40 0.70 -0.09
H 1.811310 2.328242 -0.004070 -0.72 0.55 -0.57
H -0.925377 -1.792858 1.593770 0.37 0.06 -0.84
H 1.222225 -1.423657 -2.575686 0.70 0.02 -0.29

=====

(7)
12
Properties=species:S:1:pos:R:3:forces:R:3 method="wB97M-V/def2-TZVPD" homo_energy_ev="0.0 / -3.7" fmax_ev_per_a=3.16 relative_energy_kcal_mol=20.82 homo_lumo_gap_ha="0.1171 / 0.2513" multiplicity=2 total_charge=-1
S 2.445057 0.706239 -2.790009 -2.31 1.88 -0.61
S 3.927771 -0.831747 -3.063386 2.17 -2.29 -0.05
N -2.610717 0.717144 0.932403 -0.73 -0.25 -0.35
C -0.521859 -0.136439 1.774523 0.16 -0.09 -0.06
C -1.647919 -0.260244 1.084277 0.06 0.41 -0.22
H -1.867253 -1.164666 0.530664 -0.10 -0.15 0.23
H 3.557622 -2.031406 -2.501645 -0.10 0.31 -0.23
H -3.243933 0.652496 0.146167 0.35 0.10 0.28
H 0.151419 -0.950730 1.901793 0.24 -0.60 -0.17
H -0.140197 0.793264 2.139488 -0.24 0.57 0.35
H 2.454812 0.877743 -1.491126 0.22 0.11 0.88
H -2.504803 1.628342 1.336853 0.27 0.01 -0.06